1.
# C2H5NOS

A molecular structure, C2H5NOS in a non-equilibrium geometry (the ωB97M-V functional and the def2-TZVPD basis, the OMol25 dataset).

Cartesian coordinates (Å):
H: 1.6462 -2.1257 1.5727
C: 0.6041 -0.3303 1.2835
H: 0.7123 0.6914 1.5330
C: 0.1107 -0.0935 -0.2390
H: -2.5832 1.1783 0.4147
N: 1.9770 -0.9393 1.3618
S: -1.4448 1.0209 -0.7125
H: 2.2367 -0.7664 0.1198
H: -0.0933 -0.9144 2.1172
O: 0.3839 -0.6600 -1.2697

Computed properties:
LUMO level: -0.17 eV
E_HOMO: -0.3511 Ha
Energy above the lowest of the compared OMol25 structures with the same formula, charge and spin: 450.83 kJ/mol
Frontier orbital gap: 9.4 eV
Total charge: 0



2.
# C2H5NOS

C2H5NOS in the gas phase in a non-equilibrium geometry (the ωB97M-V functional and the def2-TZVPD basis, the OMol25 dataset).

Cartesian coordinates (Å):
H: -0.2046 -2.4189 0.6784
O: -0.8222 0.0055 1.3896
S: -0.5176 1.5577 -0.8309
H: 1.0506 1.6312 -1.4422
C: -0.2526 0.0799 0.2825
H: 1.7638 -0.3276 -0.3251
H: 1.6201 -2.2505 1.3497
N: 0.9046 -2.2174 0.4590
H: 0.8192 -0.9446 -1.3802
C: 0.8324 -0.9356 -0.2685

Computed properties:
LUMO level: -0.27 eV
E_HOMO: -0.3533 Ha
Structure (SMILES): NCC(=O)S
Energy above the lowest of the compared OMol25 structures with the same formula, charge and spin: 286.26 kJ/mol
Frontier orbital gap: 9.3 eV
Total charge: 0



3.
# C2H5NOS2

C2H5NOS2 in the gas phase in a non-equilibrium geometry (the ωB97M-V functional and the def2-TZVPD basis, the OMol25 dataset).

Cartesian coordinates (Å):
S: -0.1057 0.2039 -2.0459
H: 1.2511 0.4652 -1.8009
H: 0.9114 -1.7200 -0.1231
H: 1.3457 -1.3303 1.5283
C: 0.8472 -0.9180 0.6688
S: -2.4078 0.8026 1.4268
C: -1.0712 0.3228 0.4973
O: -0.4774 -0.7685 0.8355
H: -1.0591 1.9632 -0.7971
H: 1.3987 -0.0050 0.4015
N: -0.6330 0.9841 -0.5912

Computed properties:
LUMO level: 0.22 eV
E_HOMO: -0.3076 Ha
Structure (SMILES): COC(=S)NS
Energy above the lowest of the compared OMol25 structures with the same formula, charge and spin: 154.16 kJ/mol
Frontier orbital gap: 8.6 eV
Total charge: 0



4.
# C2H5NP2

C2H5NP2 in the gas phase in a non-equilibrium geometry (the ωB97M-V functional and the def2-TZVPD basis, the OMol25 dataset).

Cartesian coordinates (Å):
H: -2.0156 0.3361 1.2928
H: 2.6406 -0.3451 0.0966
P: 1.0391 -1.6949 -1.3161
C: 2.4462 -1.0569 -0.6535
H: 3.4423 -1.3959 -0.8111
N: -0.1559 -0.5471 0.1196
H: -1.6368 1.9758 1.0583
P: -0.8454 0.5776 -0.7482
H: -2.9792 1.0575 0.3638
C: -1.9353 1.0929 0.5978

Computed properties:
LUMO level (spin up / spin down): -0.22 / -0.22 eV
E_HOMO (spin up / spin down): -0.3201 / -0.3202 Ha
Structure (SMILES): C=P/N=P/C
Energy above the lowest of the compared OMol25 structures with the same formula, charge and spin: 236.30 kJ/mol
Frontier orbital gap (spin up / spin down): 8.5 / 8.5 eV
Total charge: 0